{"formula": "C14H13N2O4PdSe3Te2", "method": "wB97M-V/def2-TZVPD", "lumo_energy_ev": [-6.28, -6.28], "total_energy_ha": -8819.8234, "total_charge": 1, "elements": ["H", "Pd", "H", "C", "H", "C", "C", "H", "H", "H", "C", "Te", "C", "C", "O", "Te", "N", "C", "Se", "C", "C", "C", "Se", "C", "N", "C", "H", "O", "H", "O", "C", "H", "C", "H", "H", "Se", "H", "O", "H"], "positions_angstrom": [[3.346572, -0.818224, 2.698368], [1.714900, 0.992272, -1.369943], [-1.737589, -0.970372, 2.133513], [-1.812007, -1.160124, -2.424729], [-2.604592, 2.414037, -0.866367], [2.786951, -0.044871, 2.158041], [1.413410, 0.136136, 2.733819], [-2.214040, 0.611552, 3.965942], [-0.035292, -1.525711, 0.227076], [0.842036, -2.552180, 1.363901], [-1.387345, 0.888464, -1.707060], [2.561601, -0.912395, 0.204165], [0.702191, -1.522229, 1.024088], [-1.628866, 2.305824, -1.338180], [-2.252034, -3.404388, -3.137459], [2.129984, 3.821369, -1.501915], [-0.233239, 0.228871, -1.692707], [1.136963, 1.018715, 3.776982], [1.665055, 2.550985, 0.577298], [-0.164971, 1.187862, 4.215980], [-2.751713, -2.218387, -2.915564], [0.374267, -0.580000, 2.143253], [3.857389, 1.912320, -1.998038], [-0.931534, -0.409005, 2.590534], [-2.350213, 0.065083, -2.143020], [0.563843, -2.113727, -2.264088], [-3.338580, 0.249324, -2.264866], [1.731791, -1.802381, -1.860001], [-1.605917, 2.943540, -2.223548], [0.214781, -3.204498, -2.714182], [-1.197514, 0.476769, 3.621593], [-1.265226, -3.414982, -2.953729], [-0.482851, -1.050474, -2.149755], [1.942937, 1.582834, 4.230688], [3.389104, 0.861864, 2.152639], [2.790587, 0.863672, -3.684661], [-0.872671, 2.640507, -0.633650], [-3.920410, -1.927701, -2.994160], [-0.377744, 1.879665, 5.019751]], "forces_ev_per_a": [[0.0674, -0.0025, -0.0342], [0.0337, 0.1293, 0.1724], [-0.0037, 0.0034, -0.0068], [-0.1189, 0.1300, -0.1805], [-0.0101, -0.0020, -0.0236], [0.1079, -0.1115, 0.1097], [-0.0475, 0.2661, -0.1255], [-0.0041, -0.0001, -0.0099], [-0.0118, -0.0446, 0.0415], [0.0553, -0.0102, -0.0149], [0.0075, -0.0362, 0.0208], [-0.1765, 0.0772, 0.0408], [-0.0313, -0.0973, -0.0688], [0.0011, -0.0204, 0.0204], [-0.5605, 0.1517, -0.1081], [-0.0531, -0.0441, 0.0679], [0.0090, 0.1984, 0.0084], [0.1010, 0.0032, -0.1191], [-0.0004, 0.0021, -0.0572], [0.0387, 0.0374, 0.0531], [-0.0632, -0.3699, 0.4761], [-0.0806, 0.0470, 0.0199], [-0.0249, -0.0158, -0.0211], [0.0146, -0.0568, -0.0199], [-0.0067, -0.0617, 0.0061], [0.0646, 0.1516, 0.1624], [0.0087, 0.0167, 0.0151], [-0.1104, -0.1876, -0.1329], [0.0227, -0.0032, -0.0007], [0.3985, -0.0706, 0.1005], [-0.0933, -0.0470, 0.0071], [0.2501, 0.0007, -0.1745], [0.1278, -0.0814, -0.0389], [0.0007, -0.0106, 0.0102], [0.0073, -0.0266, 0.0367], [0.0645, -0.0367, -0.0450], [0.0020, 0.0151, 0.0117], [0.0048, 0.1118, -0.2053], [0.0090, -0.0048, 0.0060]], "mulliken_charge": [0.597, 1.165, 0.503, 0.169, 0.402, -1.347, 0.261, 0.435, 0.258, 0.656, -0.029, 0.478, -0.963, -1.223, -0.543, 0.158, 0.440, -0.571, -0.061, -0.607, 0.535, 0.867, -0.123, -0.773, -0.010, 0.809, 0.260, -0.539, 0.268, -0.807, -0.608, 0.468, -0.417, 0.462, 0.538, -0.063, 0.131, -0.606, 0.430]}